This record from the Open Molecules 2025 dataset describes a structure of composition C16H32O25S6 at a distorted geometry. The level of theory is ωB97M-V/def2-TZVPD.

Summary:
* HOMO: -9.637 eV
* HOMO-LUMO gap: 0.337 Ha
* E_LUMO: -0.463 eV
* total charge: 0

Geometry as XYZ:
```
79
Properties=species:S:1:pos:R:3:forces:R:3
C 1.862 1.961 1.728 1.8 1.4 0.6
C 2.900 3.071 2.191 -0.3 -0.3 1.5
C 2.808 4.227 1.207 0.2 -1.8 -0.4
O 1.902 3.673 0.287 -1.6 1.1 -2.6
C 1.918 2.259 0.246 -0.3 1.0 0.5
H 0.857 2.166 2.096 0.1 -0.1 0.1
H 2.207 0.964 2.003 -0.3 0.9 0.7
H 3.912 2.668 2.228 -0.1 -0.1 0.1
H 2.633 3.483 3.165 0.2 -0.5 0.3
H 3.749 4.386 0.680 0.3 0.3 0.2
H 2.443 5.155 1.645 -0.2 -0.1 -0.3
H 2.799 1.862 -0.258 0.3 0.4 0.0
H 1.045 1.880 -0.284 0.8 1.2 0.4
C -0.360 -1.582 2.699 -2.6 -0.5 3.5
C 0.634 -1.586 3.887 1.4 -1.0 -2.6
O -0.051 -2.127 4.968 -1.4 -0.5 1.2
S -1.564 -2.650 4.574 0.3 -3.4 1.0
O -2.508 -1.669 4.964 -0.1 0.8 -0.3
O -1.848 -4.027 5.080 1.6 3.8 -1.9
O -1.259 -2.597 2.988 -1.8 -2.8 2.5
H -0.032 -1.570 1.660 -1.5 -5.5 6.2
H -1.001 -0.703 2.773 0.0 0.3 0.2
H 1.239 -0.693 4.046 -1.1 0.6 0.6
H 1.435 -2.264 3.591 0.1 -0.7 0.2
C -0.608 -3.060 0.346 -0.1 -1.8 0.0
C -1.316 -2.962 -1.012 0.9 -5.4 4.0
O -1.383 -4.414 -1.310 -0.2 -2.3 -0.4
S -0.305 -5.384 -0.600 1.3 0.5 0.6
O 0.704 -5.761 -1.606 -2.2 0.5 2.3
O -0.827 -6.405 0.358 1.0 3.1 -3.0
O 0.293 -4.035 0.247 2.2 -5.9 -0.8
H -1.340 -3.170 1.146 0.4 -0.8 -0.2
H 0.019 -2.225 0.657 1.9 -4.5 -1.1
H -0.671 -2.470 -1.739 -0.2 -3.7 3.8
H -2.387 -2.777 -0.934 0.4 0.8 -0.3
C 0.599 0.273 -1.802 1.4 1.3 -2.9
C -0.652 1.072 -1.496 2.0 -4.6 3.3
O -0.583 1.034 -0.108 0.8 -0.5 5.7
S -0.099 -0.431 0.447 -2.5 5.2 -3.0
O -1.251 -1.358 0.392 -2.6 11.5 -0.4
O 0.678 -0.377 1.686 2.2 7.4 -6.1
O 0.910 -0.653 -0.755 -0.8 -0.1 0.1
H 1.401 1.002 -1.923 0.5 -0.4 0.4
H 0.553 -0.253 -2.755 0.3 0.1 0.5
H -1.519 0.443 -1.698 1.7 0.2 5.3
H -0.775 2.048 -1.966 1.8 -1.3 1.0
C -1.376 0.793 -5.267 -0.1 3.3 -1.8
C -1.719 1.645 -4.044 0.6 0.2 -5.1
O -1.754 0.823 -2.933 -4.0 -3.3 -9.9
S -1.732 -0.798 -3.359 -4.3 -1.2 -3.7
O -3.132 -1.280 -3.492 3.7 1.6 0.6
O -0.867 -1.681 -2.589 -0.9 7.3 -7.8
O -1.120 -0.437 -4.846 0.4 -5.3 2.8
H -0.484 1.043 -5.842 0.1 0.8 0.2
H -2.189 0.862 -5.989 -0.3 -0.4 0.1
H -2.659 2.189 -4.144 0.2 -1.7 -2.2
H -1.079 2.497 -3.814 1.2 -0.8 -0.9
C 2.836 -1.723 0.776 0.0 -1.4 -1.3
C 3.341 -0.360 0.345 -1.1 -0.2 -0.9
O 4.629 -0.264 0.784 2.9 0.0 1.6
S 5.233 -1.624 1.447 -0.6 -0.9 -2.7
O 5.868 -1.277 2.670 -0.1 -0.5 -0.6
O 5.901 -2.371 0.355 -1.5 1.6 3.0
O 3.731 -2.271 1.743 1.7 1.1 0.5
H 2.911 -2.409 -0.067 -0.5 0.0 -0.1
H 1.814 -1.637 1.144 1.6 -1.1 0.2
H 2.742 0.450 0.762 0.8 -1.1 -0.5
H 3.385 -0.255 -0.739 -0.4 -0.2 -0.1
C -4.296 2.096 0.100 -0.8 0.8 0.8
C -4.630 3.554 -0.363 -3.0 -3.0 -1.3
O -3.511 4.201 -0.879 2.6 0.1 0.8
S -2.367 3.124 -1.342 -2.0 0.0 1.1
O -1.008 3.400 -0.897 -3.5 1.7 0.4
O -2.527 2.841 -2.774 -2.5 5.3 7.7
O -3.084 1.779 -0.519 2.0 1.7 -1.5
H -5.084 1.386 -0.149 0.0 0.2 -1.0
H -4.276 1.890 1.171 0.9 0.8 0.3
H -5.406 4.005 0.255 1.3 1.1 0.8
H -5.250 3.386 -1.243 -0.1 -0.1 -0.4
```
Positions in Å, forces in eV/Å.